Record 1
C4H11NO2 | ωB97M-V/def2-TZVPD

Structure (ORCA input):
```
! wB97M-V def2-TZVPD RIJCOSX def2/J DEFGRID3
* xyz 0 1
C -2.1490 1.1749 0.3236
C -2.1777 0.1847 1.4508
O -2.8535 -0.7883 1.5787
O -1.1035 0.3918 2.2409
H -2.7450 0.8213 -0.4993
H -1.1773 1.3202 -0.1352
H -2.3940 2.1743 0.6828
H -0.8527 -0.3162 2.8190
C 2.0566 0.5284 -0.8291
C 1.7912 -0.9430 -1.1777
N 0.5408 -1.3450 -0.6190
H 1.8852 0.6723 0.2414
H 1.4504 1.1519 -1.4754
H 3.1123 0.7700 -0.9250
H 1.6419 -1.0192 -2.2569
H 2.7181 -1.4813 -0.9349
H -0.0939 -2.0921 -0.8458
H 0.3502 -1.2047 0.3611
*
```

Values from the calculation:
**HOMO level**: -8.88 eV
**Electronic energy**: -9911.1696 eV
**SMILES**: CC(=O)O.CCN
**Gap between HOMO and LUMO**: 9.6 eV



Record 2
C27H16Cl2F6N6O6S2Tl | ωB97M-V/def2-TZVPD

Structure (ORCA input):
```
! wB97M-V def2-TZVPD RIJCOSX def2/J DEFGRID3
* xyz -1 1
Tl 0.5202 -0.1238 1.0234
O -5.8934 3.6887 -2.4376
N -4.6811 3.6427 -2.4903
O -4.0101 4.2467 -3.3045
C -3.9842 2.8009 -1.5028
C -4.6083 2.6503 -0.3147
C -3.9895 1.9213 0.7420
C -4.5962 1.7510 1.9995
C -3.9349 1.0453 2.9673
C -2.6604 0.5335 2.6724
N -2.0784 0.6947 1.5087
C -2.7223 1.3581 0.5418
C -2.0806 1.4738 -0.7586
N -0.9032 0.8414 -0.9311
C -0.3154 0.8866 -2.1052
C -0.8660 1.5640 -3.1980
C -2.0554 2.2230 -3.0459
C -2.7027 2.1998 -1.7938
H -5.5770 3.1053 -0.1628
H -5.5751 2.1758 2.1813
H -4.3673 0.8823 3.9437
H -2.1016 -0.0254 3.4133
H 0.6259 0.3600 -2.1887
H -0.3502 1.5596 -4.1471
H -2.4926 2.7564 -3.8734
Cl 5.6317 -2.2955 -4.4999
C 4.3206 -1.9713 -3.3962
C 3.2566 -2.8753 -3.3205
C 2.2255 -2.6487 -2.4498
Cl 0.9069 -3.7732 -2.3882
C 2.1769 -1.5128 -1.5752
O 1.2006 -1.3854 -0.7583
C 3.2520 -0.5921 -1.7400
C 3.2885 0.6718 -1.0376
O 2.4203 1.0951 -0.2833
C 4.3158 -0.8461 -2.6207
H 3.2457 -3.7571 -3.9460
H 4.1735 1.2934 -1.2287
H 5.1352 -0.1408 -2.6657
N 6.3889 -0.5978 0.3809
C 5.4851 -1.0591 0.9388
N 4.5113 -1.7062 1.5479
C 3.4039 -1.1421 1.8437
N 2.3329 -0.8508 2.2356
C 1.5004 3.9164 -0.0943
O 2.3559 3.7156 1.0307
C 2.0512 2.8428 1.9974
S 3.1349 2.5700 3.1757
S 0.4069 2.1721 1.9981
H 2.0520 4.5909 -0.7463
H 0.5564 4.3728 0.2032
H 1.3066 2.9741 -0.6048
C 0.7160 -3.5955 1.7067
C -0.6643 -2.9671 1.8966
O -0.8463 -1.7174 1.3606
C -1.7188 -3.8747 1.2158
F -1.7994 -5.0990 1.7947
F -1.4017 -4.0733 -0.0721
F -2.9574 -3.3515 1.2361
C -0.9617 -2.8819 3.4160
F -0.7386 -4.0363 4.0778
F -2.2386 -2.5197 3.6831
F -0.1737 -1.9516 3.9780
H 0.9738 -3.5382 0.6562
H 0.7242 -4.6347 2.0372
H 1.4500 -3.0317 2.2775
*
```

Values from the calculation:
**HOMO level**: -5.60 eV
**Electronic energy**: -117198.5205 eV
**Gap between HOMO and LUMO**: 6.1 eV



Record 3
C5H10N | ωB97M-V/def2-TZVPD

Structure (ORCA input):
```
! wB97M-V def2-TZVPD RIJCOSX def2/J DEFGRID3
* xyz 1 3
C -1.7708 -0.3861 -0.1010
C -0.8912 0.8166 0.1187
C -0.3216 -0.4606 -0.2811
C 0.4098 -0.9127 -1.4868
C 1.4245 0.7011 1.1524
N 0.0576 0.2073 0.9949
H -2.3931 -0.8878 0.7193
H -2.3416 -0.1908 -0.9735
H -0.8653 2.0102 -0.2790
H 1.4557 -0.8286 -1.3997
H 0.0269 -0.3803 -2.3709
H 0.1420 -1.9759 -1.8049
H 1.7176 1.3481 0.4132
H 1.3326 1.3368 2.0543
H 2.2328 -0.0964 1.3132
H -0.2158 -0.3008 1.9308
*
```

Values from the calculation:
**HOMO level (spin up / spin down)**: -8.60 / -16.44 eV
**Electronic energy**: -6820.5034 eV
**Expectation value of S²**: 2.006
**Gap between HOMO and LUMO (spin up / spin down)**: 5.5 / 8.1 eV



- The highest electronic energy belongs to which entry?
  C5H10N



- Among the records above, which one has the lowest electronic energy?
  C27H16Cl2F6N6O6S2Tl



- Which of these has the lowest electronic energy?
  C27H16Cl2F6N6O6S2Tl



Copy entry 3 word for word.
C5H10N | ωB97M-V/def2-TZVPD

Structure (ORCA input):
```
! wB97M-V def2-TZVPD RIJCOSX def2/J DEFGRID3
* xyz 1 3
C -1.7708 -0.3861 -0.1010
C -0.8912 0.8166 0.1187
C -0.3216 -0.4606 -0.2811
C 0.4098 -0.9127 -1.4868
C 1.4245 0.7011 1.1524
N 0.0576 0.2073 0.9949
H -2.3931 -0.8878 0.7193
H -2.3416 -0.1908 -0.9735
H -0.8653 2.0102 -0.2790
H 1.4557 -0.8286 -1.3997
H 0.0269 -0.3803 -2.3709
H 0.1420 -1.9759 -1.8049
H 1.7176 1.3481 0.4132
H 1.3326 1.3368 2.0543
H 2.2328 -0.0964 1.3132
H -0.2158 -0.3008 1.9308
*
```

Values from the calculation:
**HOMO level (spin up / spin down)**: -8.60 / -16.44 eV
**Electronic energy**: -6820.5034 eV
**Expectation value of S²**: 2.006
**Gap between HOMO and LUMO (spin up / spin down)**: 5.5 / 8.1 eV